Entry from the Open Molecules 2025 dataset: 6 unconnected molecules or ions with the total composition H12O6 at a distorted geometry (wB97M-V/def2-TZVPD).

## Properties
HOMO level ... -0.4078 Eh
SMILES ... O.O.O.O.O.O
Frontier orbital gap ... 11.15 eV

Element x y z (Å)
H 0.02710 0.30736 0.17846
H 0.39902 -0.61036 -0.92632
H -0.15309 4.19815 -0.82225
H -0.52307 5.08303 0.29936
H 4.21965 -0.72746 -0.63732
H 5.67841 -1.07003 -0.35420
H -4.97992 -2.55310 -0.80884
H -3.62938 -2.14146 -0.37084
H 1.31307 -0.49803 1.87592
H 2.05177 -1.60038 2.35966
H -2.09580 0.40787 1.97316
H -2.68125 0.45014 0.69833
O 0.12846 0.28716 -0.78722
O -0.94064 4.60691 -0.33917
O 5.00550 -1.02024 -1.02108
O -4.11471 -2.80381 -0.98777
O 1.90880 -1.23078 1.52639
O -1.94072 0.00504 1.17571

Atoms 1-6, force components in eV/Å:
H -0.348 0.171 -0.523
H 0.297 -0.800 -0.368
H -1.815 0.631 0.761
H 1.630 2.328 3.055
H -1.879 0.703 1.204
H 0.219 0.044 0.558